A) Density functional theory data (the ωB97M-V functional and the def2-TZVPD basis) for a 13-piece molecular cluster, C19H64O13 overall.

Geometry as XYZ:
```
96
C19H64O13 | the Open Molecules 2025 dataset | the ωB97M-V functional and the def2-TZVPD basis
C -4.812 -15.695 21.529
C -5.710 -14.490 21.279
O -5.136 -13.608 20.314
H -4.330 -15.914 20.614
H -5.428 -16.490 21.798
H -4.089 -15.449 22.318
H -6.135 -13.898 22.194
H -6.648 -14.964 20.824
H -4.865 -14.070 19.516
C -8.358 -13.004 19.230
C -8.635 -13.383 17.703
O -8.938 -12.150 17.092
H -7.552 -12.253 19.145
H -8.132 -13.845 19.869
H -9.130 -12.492 19.646
H -9.410 -14.068 17.438
H -7.706 -13.823 17.326
H -9.022 -12.304 16.176
C -5.707 -10.582 17.471
C -5.003 -11.925 17.129
O -4.090 -11.534 16.246
H -5.105 -9.755 17.934
H -6.596 -10.648 18.073
H -6.044 -10.063 16.558
H -5.830 -12.403 16.677
H -4.494 -12.541 17.927
H -3.355 -12.120 16.138
C -7.088 -7.285 17.313
C -5.788 -7.126 18.029
O -5.813 -7.680 19.328
H -7.860 -6.712 17.728
H -7.395 -8.313 17.471
H -7.092 -6.983 16.274
H -5.422 -6.120 18.047
H -5.022 -7.670 17.452
H -4.992 -7.388 19.658
C -6.736 -13.816 13.477
C -5.553 -12.861 13.199
O -5.835 -12.324 11.933
H -6.648 -14.180 14.544
H -6.739 -14.680 12.819
H -7.725 -13.322 13.263
H -4.616 -13.434 13.119
H -5.443 -12.083 13.983
H -5.532 -11.411 11.882
C -7.745 -9.945 14.445
C -6.421 -9.368 13.856
O -6.186 -9.601 12.511
H -8.693 -9.527 14.087
H -7.775 -9.559 15.404
H -7.719 -11.013 14.415
H -5.526 -9.751 14.409
H -6.525 -8.270 13.943
H -5.452 -9.068 12.181
C -2.675 -9.931 13.604
O -2.830 -10.976 12.591
H -1.740 -9.906 14.160
H -3.455 -9.932 14.365
H -2.841 -8.952 13.081
H -3.084 -11.773 13.093
C -1.360 -13.689 13.013
O -2.152 -13.300 14.096
H -1.486 -14.711 12.767
H -0.293 -13.615 13.042
H -1.701 -13.299 12.010
H -1.757 -13.596 14.945
C -3.941 -10.343 20.607
O -3.731 -11.061 21.790
H -3.176 -9.645 20.473
H -4.865 -9.785 20.541
H -3.898 -10.941 19.739
H -4.259 -11.868 21.829
C -1.397 -12.559 17.854
O -1.699 -13.586 17.037
H -1.858 -11.651 17.515
H -0.354 -12.454 17.597
H -1.572 -12.683 18.911
H -1.022 -14.278 17.085
C -4.271 -15.090 16.642
O -4.139 -14.946 18.078
H -5.249 -14.896 16.330
H -4.086 -16.089 16.313
H -3.669 -14.394 16.084
H -3.204 -15.101 18.281
C -2.373 -8.900 16.667
O -2.262 -7.938 17.694
H -1.818 -9.806 16.884
H -2.065 -8.346 15.743
H -3.378 -9.135 16.404
H -3.125 -7.611 17.841
C -7.180 -10.949 21.848
O -8.538 -11.330 21.856
H -6.604 -11.797 22.019
H -7.054 -10.201 22.609
H -6.837 -10.544 20.943
H -8.547 -12.060 21.288
```

Computed properties:
Frontier orbital gap in eV: 9.237
E_HOMO in eV: -9.54

***

B) Density functional theory data (the ωB97M-V functional and the def2-TZVPD basis) for a 13-piece molecular cluster, C19H64O13 overall.

Geometry as XYZ:
```
96
C19H64O13 | the Open Molecules 2025 dataset | the ωB97M-V functional and the def2-TZVPD basis
C -0.813 2.807 -4.917
C -0.913 1.651 -3.993
C -1.852 0.619 -4.536
O 0.333 0.872 -3.973
H -1.830 3.176 -5.109
H -0.478 2.449 -5.872
H -0.218 3.581 -4.459
H -1.253 1.989 -3.034
H -1.454 0.281 -5.520
H -2.916 0.986 -4.698
H -1.919 -0.291 -3.958
H 1.039 1.552 -3.795
C -1.023 3.444 4.046
C -1.360 1.943 3.924
C -2.814 1.638 4.299
O -1.053 1.479 2.604
H 0.100 3.545 3.875
H -1.175 3.676 5.064
H -1.751 4.068 3.491
H -0.763 1.392 4.668
H -3.569 2.154 3.725
H -2.945 1.863 5.373
H -3.017 0.550 4.145
H -0.080 1.443 2.430
C 0.418 0.354 -0.430
C 0.292 -1.163 -0.671
C -0.644 -1.550 -1.762
O 1.632 -1.616 -0.897
H 1.106 0.564 0.420
H -0.604 0.702 -0.334
H 0.789 0.867 -1.355
H -0.105 -1.604 0.336
H -0.706 -2.673 -1.739
H -0.176 -1.343 -2.733
H -1.669 -1.118 -1.618
H 1.583 -2.599 -0.890
C -5.152 -1.371 0.332
O -4.870 -0.596 1.540
H -4.401 -2.121 0.146
H -6.113 -1.847 0.507
H -5.313 -0.791 -0.561
H -3.964 -0.246 1.303
C -3.245 2.030 -0.189
O -2.970 0.804 0.433
H -3.428 2.845 0.512
H -2.355 2.303 -0.758
H -4.071 1.804 -0.911
H -2.381 0.953 1.198
C 4.683 -0.646 -1.678
O 3.674 0.041 -0.955
H 4.331 -1.075 -2.608
H 5.464 0.062 -1.826
H 5.120 -1.471 -1.106
H 2.852 -0.519 -0.948
C 3.974 2.712 -3.280
O 2.679 2.438 -2.798
H 4.534 3.401 -2.630
H 4.597 1.865 -3.565
H 3.875 3.302 -4.187
H 2.633 1.721 -2.145
C 4.926 -0.290 2.179
O 3.933 0.525 1.627
H 5.271 -1.060 1.490
H 5.807 0.420 2.345
H 4.579 -0.579 3.207
H 3.794 0.254 0.690
C 1.545 -4.683 0.474
O 1.110 -4.346 -0.856
H 1.475 -5.749 0.777
H 2.613 -4.534 0.450
H 1.033 -4.089 1.211
H 0.155 -4.528 -0.888
C 1.487 -0.336 3.475
O 1.647 0.924 2.926
H 0.683 -0.870 2.993
H 2.393 -0.949 3.383
H 1.301 -0.195 4.555
H 2.533 0.845 2.518
C -2.347 -2.127 2.808
O -3.594 -2.080 3.524
H -2.490 -2.456 1.768
H -1.776 -1.222 2.813
H -1.764 -3.034 3.223
H -4.249 -1.626 2.942
C -1.926 -6.434 -1.468
O -1.511 -5.141 -0.997
H -3.035 -6.570 -1.362
H -1.657 -6.485 -2.539
H -1.410 -7.235 -0.870
H -2.149 -4.805 -0.348
C 1.634 4.663 0.258
O 2.891 4.144 -0.180
H 0.841 4.023 -0.115
H 1.601 4.641 1.373
H 1.362 5.610 -0.189
H 2.947 4.089 -1.132
```

Computed properties:
Frontier orbital gap in eV: 10.155
E_HOMO in eV: -9.84

***

B) takes first place; second place is 0.1357 hartree up.

***

A) Density functional theory data (the ωB97M-V functional and the def2-TZVPD basis) for an isolated ion of composition C3H8N2 and charge -1.

Geometry as XYZ:
```
13
C3H8N2 | the Open Molecules 2025 dataset | the ωB97M-V functional and the def2-TZVPD basis
C 0.080 0.114 -1.832
C -0.457 0.813 -0.550
N 0.399 0.490 0.676
C 0.063 -0.452 1.559
N 0.824 -0.997 2.493
H -0.542 0.414 -2.713
H -0.070 -1.076 -1.782
H 1.056 0.342 -2.278
H -0.622 1.866 -0.653
H -1.374 0.340 -0.182
H 1.325 0.765 0.879
H -1.009 -0.751 1.746
H 0.327 -1.867 2.637
```

Computed properties:
Frontier orbital gap (alpha / beta) in eV: 3.029 / 9.583
Multiplicity: 2
E_HOMO (alpha / beta) in eV: 1.29 / -5.10
Total charge: -1

***

B) Density functional theory data (the ωB97M-V functional and the def2-TZVPD basis) for an isolated ion of composition C3H8N2 and charge -1.

Geometry as XYZ:
```
13
C3H8N2 | the Open Molecules 2025 dataset | the ωB97M-V functional and the def2-TZVPD basis
C 1.428 0.559 -1.250
C -0.014 0.336 -0.787
N -0.004 -0.173 0.574
C -1.144 -0.499 1.213
N -1.226 -0.819 2.450
H 2.008 0.879 -0.401
H 1.572 1.282 -2.053
H 1.823 -0.374 -1.599
H -0.556 1.283 -0.865
H -0.524 -0.404 -1.415
H 0.873 -0.502 0.931
H -2.034 -0.510 0.584
H -2.201 -1.059 2.618
```

Computed properties:
Frontier orbital gap (alpha / beta) in eV: 1.999 / 9.702
Multiplicity: 2
E_HOMO (alpha / beta) in eV: 1.77 / -5.22
Total charge: -1

***

B) takes first place; second place is 0.0250 hartree up.